1.
Below is the ion C4H9N2 with charge +1, with properties calculated with wB97M-V/def2-TZVPD.

Last column: natural (NBO) charge in e.
Geometry (Å):
H  -0.1946  -1.2400  0.5006  0.45
H  -1.0761  1.1476  -3.3680  0.28
H  1.7345  0.6765  0.6656  0.26
H  0.6154  1.4424  1.7848  0.25
N  -0.9250  0.3115  -1.2682  -0.22
C  -0.1087  -0.6854  -1.9045  -0.24
H  -0.5341  -1.6951  -2.0318  0.20
H  -0.7725  -0.6192  1.7953  0.45
C  -1.2667  0.3550  0.0909  -0.09
H  1.4605  -0.0839  2.1657  0.24
N  -0.2459  -0.3385  0.9631  -0.53
C  0.9241  0.4438  1.3449  -0.46
C  -0.5796  0.5214  -2.5830  0.01
H  -1.7318  1.1648  0.4713  0.21
H  0.8944  -0.6847  -1.5547  0.18

Atoms 1-6, force components in eV/Å:
1.298 -0.307 -0.189
0.798 -1.067 0.738
-0.617 -0.410 -1.120
-0.099 -1.320 -0.641
0.504 1.233 0.558
0.162 -1.168 -1.011

Results
Energy relative to the best compared isomer or geometry (same formula, charge and spin) (eV): 5.998
Gap between HOMO and LUMO (alpha / beta) (eV): 8.3791 / 8.3798
Net charge: +1



2.
Below is a structure of composition C3H4IN, with properties calculated with wB97M-V/def2-TZVPD.

Last column: natural (NBO) charge in e.
Geometry (Å):
C  -0.2239  -0.8521  0.0397  0.00
C  0.6660  -0.1836  -0.8646  -0.34
H  -0.4097  -1.8605  0.2351  0.24
H  0.0661  1.9612  -0.9220  0.21
N  -0.9743  0.3519  0.1387  -0.56
I  -1.3885  1.2807  1.9794  0.25
H  0.7834  -1.4719  1.6308  -0.05
C  0.0058  0.9550  -0.6599  0.02
H  1.4752  -0.1808  -1.5772  0.24

Atoms 1-6, force components in eV/Å:
2.538 -0.853 2.005
1.754 1.224 -1.491
-1.330 -1.064 -0.324
-0.022 1.395 -0.471
-2.441 0.419 1.623
0.211 -0.480 -0.505

Results
Energy relative to the best compared isomer or geometry (same formula, charge and spin) (eV): 5.618
Gap between HOMO and LUMO (alpha / beta) (eV): 7.8911 / 8.0367
Net charge: 0



3.
Below is a structure of composition H12O6Pd, with properties calculated with wB97M-V/def2-TZVPD.

Last column: natural (NBO) charge in e.
Geometry (Å):
O  0.3588  -0.7398  2.0341  -0.97
H  -2.7334  0.4603  0.4243  0.52
O  2.0279  -0.4986  -0.7750  -0.97
O  -1.9047  0.8790  0.7080  -0.97
O  -0.6264  -1.9624  -0.4891  -0.97
H  -1.6895  0.6319  -2.4069  0.53
H  1.7139  2.2913  1.0621  0.53
H  2.7844  -0.0694  -1.2087  0.53
H  -1.2983  -1.9750  -1.1894  0.52
H  1.2399  -0.6788  2.4360  0.52
H  -0.1385  -1.3646  2.5875  0.53
H  2.4047  -1.2254  -0.2542  0.51
Pd  -0.0230  0.0873  -0.0012  1.49
H  0.4560  2.7811  0.3120  0.52
H  -0.2613  -2.8626  -0.4727  0.54
H  -0.2349  0.3272  -2.8442  0.53
H  -2.1514  1.4562  1.4509  0.54
O  0.8707  1.9869  0.6895  -0.97
O  -0.7948  0.4755  -2.0630  -0.98

Atoms 1-6, force components in eV/Å:
0.574 -0.122 0.422
0.148 0.111 0.131
0.247 -0.358 0.254
-1.064 0.039 0.045
-0.702 -0.483 -0.486
0.206 0.165 0.197

Results
Energy relative to the best compared isomer or geometry (same formula, charge and spin) (eV): 0.000
Gap between HOMO and LUMO (alpha / beta) (eV): 12.1118 / 10.2958
Expectation value of S²: 2.00
Multiplicity: 3
Net charge: +2



4.
Below is a structure of composition C23H39As3MnN2O2, with properties calculated with wB97M-V/def2-TZVPD.

Last column: natural (NBO) charge in e.
Geometry (Å):
H  -5.0266  -1.8460  3.7184  0.24
C  -3.3732  1.4624  2.0918  -0.71
C  0.2102  -2.4575  1.7357  -0.92
H  1.7039  1.1773  2.2465  0.24
C  -1.0951  2.3342  1.6062  -0.61
H  -3.6544  -0.8632  4.1960  0.23
H  2.9825  3.0649  -1.4074  0.22
C  4.8864  3.5718  -0.5623  -0.21
H  1.0313  0.0290  3.4327  0.23
O  -0.6437  -1.6922  -1.9506  -0.74
As  0.3001  -0.6170  1.0401  0.86
H  -3.8220  2.4169  1.7991  0.22
H  -3.1107  0.5228  -0.5334  0.24
As  -1.1048  1.4924  -1.6634  0.93
C  -0.4539  -2.9623  -2.0149  0.52
H  -3.0698  1.5831  3.1384  0.23
O  1.8383  0.9047  -1.4859  -0.75
H  -1.4127  -4.5043  -3.1612  0.25
H  -4.0997  -1.3651  0.3000  0.20
Mn  0.4880  -0.3024  -1.5806  1.33
H  -1.4539  4.0085  -1.3959  0.24
C  -2.4914  1.3771  -0.2422  -0.69
H  -2.4917  -3.1985  -2.6265  0.23
H  1.1981  -2.9213  1.7099  0.24
C  -1.5251  -0.1231  1.6193  -0.71
C  6.2861  1.7134  0.0470  -0.21
C  5.3164  0.8304  -0.3864  -0.17
H  -3.5402  -1.9291  2.7829  0.21
C  3.9097  2.6975  -0.9929  -0.19
H  -1.7883  1.7874  -4.0916  0.25
C  3.0278  0.4100  -1.2540  0.54
H  -0.1906  2.1978  1.0007  0.19
C  -2.3499  1.6049  -3.1724  -0.92
H  -0.1530  -2.4603  2.7666  0.24
H  0.8304  -4.6273  -1.7725  0.24
H  3.0059  -4.6319  -0.8925  0.23
H  7.2114  1.3345  0.4534  0.22
C  -2.1069  1.2438  1.2419  -0.07
H  0.2042  3.5799  -0.8975  0.25
C  6.0691  3.0806  -0.0285  -0.18
H  -5.8011  -1.5862  0.6954  0.24
C  -1.6450  -3.8237  -2.3447  -0.68
C  4.1135  1.3180  -0.8965  -0.07
C  0.7806  -3.5505  -1.7532  -0.46
H  4.7265  4.6369  -0.6327  0.22
N  3.1720  -0.8921  -1.2760  -0.38
H  5.4590  -0.2360  -0.3306  0.23
H  -3.0697  2.4185  -3.0385  0.24
C  -0.5839  3.3850  -1.6255  -0.91
H  -1.9183  -4.4384  -1.4866  0.24
H  6.8160  3.7671  0.3360  0.22
H  2.4162  -0.4300  2.4131  0.24
C  3.1993  -3.5742  -1.0489  -0.67
As  -4.9474  0.1983  2.2312  0.89
H  -0.4621  -3.0559  1.1195  0.24
H  -3.1113  2.2790  -0.3482  0.24
C  -5.0217  -0.8395  0.5439  -0.96
H  -0.8289  2.2695  2.6622  0.22
H  -1.5136  3.3216  1.4135  0.22
H  -1.5506  -0.2159  2.7120  0.23
C  -4.1920  -1.2594  3.3379  -0.95
H  -2.8920  0.6651  -3.2895  0.24
H  -0.2057  3.6543  -2.6153  0.25
C  1.9671  -2.8445  -1.4764  0.36
H  3.9909  -3.4483  -1.7845  0.26
C  1.4761  0.1284  2.4401  -0.92
H  -5.3232  -0.2161  -0.2963  0.23
N  2.0030  -1.5169  -1.5517  -0.43
H  3.5634  -3.1269  -0.1240  0.25
H  -2.1595  -0.9110  1.1999  0.23

Atoms 1-6, force components in eV/Å:
-0.060 0.023 -0.004
-0.296 -0.157 -0.125
0.074 0.020 -0.242
-0.062 -0.081 -0.014
-0.115 -0.199 -0.128
0.027 0.110 0.039

Results
Gap between HOMO and LUMO (alpha / beta) (eV): 7.1276 / 7.0857
Expectation value of S²: 6.05
Multiplicity: 5
Net charge: +1



5.
Below is the molecule C6H12O, with properties calculated with wB97M-V/def2-TZVPD.

Last column: natural (NBO) charge in e.
Geometry (Å):
C  1.3363  -0.9349  1.3243  0.19
O  0.7683  -2.0758  1.8034  -0.67
H  -0.5808  -0.1104  -2.7259  0.21
H  -0.8855  0.1249  2.0067  0.18
H  0.2287  1.5794  2.0645  0.21
H  -1.9553  1.5764  0.4072  0.23
H  -0.1759  -2.0444  1.6258  0.47
C  -0.0246  0.6479  1.5935  -0.45
H  1.4935  0.7603  0.1389  0.23
H  0.6435  -1.3294  -2.3894  0.22
C  0.2575  -0.3448  -2.0710  -0.63
H  -0.8658  -1.1302  -0.3859  0.19
H  1.0560  0.3869  -2.2552  0.20
H  -2.0639  0.8819  -1.1717  0.20
C  -0.2862  -0.2141  -0.6240  -0.17
H  2.4228  -1.0392  1.4275  0.19
H  -0.7585  2.0468  -0.7795  0.20
C  0.7110  0.0615  0.4583  -0.38
C  -1.3210  1.1571  -0.4476  -0.64

Atoms 1-6, force components in eV/Å:
-0.284 0.923 0.797
-0.284 -0.092 -0.437
0.110 0.011 -0.320
0.256 -0.040 -0.164
0.299 0.103 0.054
1.326 -1.546 -0.463

Results
Energy relative to the best compared isomer or geometry (same formula, charge and spin) (eV): 4.732
Gap between HOMO and LUMO (alpha / beta) (eV): 7.9045 / 7.9053
Net charge: 0



6.
Below is a structure of composition C18H13F9MnN6O2S5Se, with properties calculated with wB97M-V/def2-TZVPD.

Last column: natural (NBO) charge in e.
Geometry (Å):
F  -1.5261  0.3724  -1.4706  -0.55
C  -1.0520  3.4607  0.9515  0.03
H  3.2436  1.1866  2.4274  0.25
C  -2.6276  -0.4565  1.4718  -0.03
C  -1.4525  -1.1884  2.1744  0.97
H  3.8581  -3.6674  0.3541  0.23
H  2.8644  -4.3080  -0.9846  0.24
O  1.0554  1.0074  1.3480  -0.64
C  1.7787  0.7891  0.3578  0.77
N  1.2083  0.7650  -3.1103  -0.72
S  -0.7035  -5.6321  0.6237  0.53
F  -0.9535  -0.4888  3.1864  -0.29
C  -3.8395  -0.3183  2.4323  0.98
H  3.8195  0.0705  -2.7809  0.24
Se  -0.7113  4.1322  -3.8023  0.81
C  -1.2155  4.8273  0.9748  -0.28
F  -3.0189  -2.6114  0.4296  -0.33
F  -4.4270  -1.5106  2.6426  -0.32
C  2.9241  -3.5632  -0.1957  -0.73
C  3.8213  0.2303  -0.6701  0.11
H  0.2611  1.1688  -3.0503  0.48
C  1.8616  0.6208  -1.9797  0.51
N  -0.6460  2.8472  -2.5396  -0.78
H  4.7850  0.6529  1.7197  0.21
C  -0.2348  -3.6617  -1.1177  -0.43
H  -1.3436  5.3182  1.9290  0.22
F  -4.7498  0.5107  1.9318  -0.30
S  -1.5653  -4.5064  -1.9088  0.50
N  -0.9818  5.4362  -2.6212  -0.66
S  0.3000  -2.2401  -1.8213  0.02
F  -3.4582  0.1562  3.6270  -0.31
H  4.8615  -0.0267  -0.5310  0.23
C  -1.8174  -5.7310  -0.7149  -0.59
F  -0.4432  -1.2389  1.2247  -0.35
C  3.7199  0.4472  1.7898  -0.41
O  -2.1615  0.7780  1.1450  -0.74
F  -1.6525  -2.4317  2.6052  -0.30
F  -4.1621  -0.9488  -0.3133  -0.30
N  1.1852  0.8298  -0.8444  -0.61
C  3.2451  0.2770  -1.8911  -0.35
H  -1.3435  6.6404  -0.2012  0.22
H  2.8267  -2.5694  -0.6133  0.23
H  1.6447  0.5745  -3.9939  0.41
C  -0.8540  3.4347  -1.3759  0.32
C  -1.2142  5.5677  -0.2036  -0.22
N  3.1184  0.5125  0.4634  -0.39
C  0.2158  -4.2812  0.0483  -0.37
N  -0.8685  2.7602  -0.1963  -0.53
S  -2.9540  -6.8918  -0.8350  0.05
C  -3.0179  -1.2869  0.2416  0.72
C  -1.0343  4.8865  -1.4156  0.08
Mn  -0.6851  0.8410  -0.0343  1.46
S  1.6115  -3.8854  1.0207  0.33
H  -1.0579  2.8795  1.8628  0.22
H  3.5631  -0.5368  2.2335  0.22

Atoms 1-6, force components in eV/Å:
-0.032 -0.201 -0.064
-0.053 0.079 0.167
0.025 0.018 -0.027
0.261 -0.240 0.128
0.310 0.022 0.175
-0.014 -0.055 0.003

Results
Gap between HOMO and LUMO (alpha / beta) (eV): 5.0266 / 5.4813
Expectation value of S²: 8.85
Multiplicity: 6
Net charge: 0